1.
This record from OMol25 describes a 2-piece molecular cluster, C5H14N2O overall. The level of theory is wB97M-V/def2-TZVPD.

```
22
C5H14N2O wB97M-V/def2-TZVPD
C 2.36961 -0.18975 1.31086
C 1.50161 0.59536 0.64786
N 1.78658 1.92354 0.44309
C 0.02688 0.09488 0.28749
C -0.05679 0.08399 -1.18142
C 0.85764 -0.77568 -1.99578
N -1.60786 -0.27076 -1.49010
H 3.29763 0.13027 1.69727
H 2.14843 -1.22451 1.60519
H 2.74696 2.13084 0.71702
H 1.48131 2.32480 -0.41196
H -0.65570 0.78777 0.88057
H -0.12471 -0.64297 0.94201
H -0.14532 1.15674 -1.35427
H 1.03849 -1.75097 -1.63105
H 0.38726 -0.88323 -2.94479
H 1.91846 -0.36881 -1.99166
H -1.73338 -1.16795 -0.97429
H -1.80219 -0.27931 -2.50295
O -4.11057 -0.56460 2.51068
H -4.84439 -0.81949 1.95069
H -4.47995 -0.29016 3.48556
```

Values from the calculation:
Energy ... -383.5683 hartree
Structure (SMILES) ... C=C(N)C[C@@H](C)N.O
Gap between HOMO and LUMO ... 8.93 eV


2.
This record from OMol25 describes a 2-piece molecular cluster, C5H14N2O overall. The level of theory is wB97M-V/def2-TZVPD.

```
22
C5H14N2O wB97M-V/def2-TZVPD
C -0.89130 2.19906 0.15296
C -1.20347 0.89238 -0.55199
N -2.52239 0.39539 -0.24909
O -1.15412 1.08417 -1.94200
H 0.12644 2.52419 -0.08878
H -0.96843 2.09368 1.23980
H -1.56166 3.00209 -0.17562
H -0.38710 0.12103 -0.29238
H -3.19993 1.09983 -0.54098
H -2.61918 0.31664 0.76139
H -1.54542 0.27068 -2.30108
C 2.97262 0.07005 0.61906
C 2.19505 -0.89674 0.13281
N 0.91431 -1.26948 0.63975
C 0.15591 -2.39464 0.13337
H 2.70207 0.63042 1.50769
H 3.89471 0.35572 0.12243
H 2.49588 -1.43228 -0.76746
H 0.75287 -1.01245 1.60762
H 0.45390 -3.32024 0.63116
H -0.91088 -2.22632 0.30770
H 0.30013 -2.50317 -0.94634
```

Values from the calculation:
Energy ... -383.6131 hartree
Structure (SMILES) ... C[C@@H](N)O.C=CNC
Gap between HOMO and LUMO ... 8.90 eV


3.
This record from OMol25 describes an isolated ion of composition C5H14N2O and charge +1. The level of theory is wB97M-V/def2-TZVPD.

```
22
C5H14N2O wB97M-V/def2-TZVPD
C 0.73466 0.51701 0.43965
N 1.19397 0.64092 -0.99511
C 2.56680 1.06181 -0.87552
O 2.66082 2.15148 0.03916
C -0.74537 0.16364 0.41116
C -0.86818 -1.38293 0.63710
C -2.29579 -1.90017 0.70747
N -3.18097 -1.31679 -0.32256
H 1.27200 -0.14428 1.17224
H 0.92100 1.44191 1.17655
H 0.59363 1.13686 -1.62146
H 3.07324 1.11432 -1.85981
H 3.21734 0.16513 -0.48008
H 2.50206 3.06713 -0.37501
H -1.16532 0.78854 1.25439
H -1.18660 0.41685 -0.59344
H -0.39690 -1.63215 1.47113
H -0.38629 -1.80157 -0.22018
H -2.79848 -1.48561 1.67759
H -2.34346 -3.05701 0.68697
H -2.93624 -1.78301 -1.22381
H -4.09632 -1.46402 -0.07382
```

Values from the calculation:
Energy ... -383.2466 hartree
2S+1 ... 2
Total charge ... +1
Gap between HOMO and LUMO (alpha / beta) ... 9.44 / 3.88 eV


4.
This record from OMol25 describes an isolated ion of composition C5H14N2O and charge +2. The level of theory is wB97M-V/def2-TZVPD.

```
22
C5H14N2O wB97M-V/def2-TZVPD
C 0.91148 1.50785 2.01938
C 1.10855 0.87675 0.88116
N 2.07635 1.49421 -0.15567
C 0.64562 -0.50007 0.54384
C -0.32005 -0.62445 -0.64045
N -0.67719 -2.01973 -1.09246
C -1.73357 0.07286 -0.29659
O -2.56607 -0.33398 -1.36047
H 0.17835 1.21307 2.74958
H 1.52227 2.32085 2.40626
H 1.50453 2.00154 -0.82851
H 2.50304 0.67767 -0.59619
H 2.86191 1.94949 0.31035
H 1.45725 -1.23740 0.59932
H 0.08892 -0.74646 1.44652
H 0.01982 -0.08458 -1.53386
H -1.17243 -2.49854 -0.34404
H -1.23097 -1.98834 -1.95397
H 0.18583 -2.49627 -1.37912
H -2.27538 -0.13042 0.61319
H -1.64359 1.17034 -0.25689
H -3.44466 -0.62439 -1.13138
```

Values from the calculation:
Energy ... -382.9921 hartree
Total charge ... +2
Structure (SMILES) ... C=C([NH3+])C[C@@H]([NH3+])CO
Gap between HOMO and LUMO ... 11.20 eV


5.
This record from OMol25 describes a 2-piece molecular cluster, C5H14N2O2 overall. The level of theory is wB97M-V/def2-TZVPD.

```
23
C5H14N2O2 wB97M-V/def2-TZVPD
C 1.14783 0.35762 0.10715
C 1.26996 1.87350 0.19501
C 1.55723 -0.30572 1.41449
H 1.83569 0.03033 -0.69248
H 0.33919 -0.76373 -0.80465
H 0.79446 -0.14490 2.18434
H 1.05091 2.36089 -0.75794
H 2.28415 2.17773 0.48300
H 0.58720 2.27997 0.94779
H 2.49944 0.09940 1.80429
H 1.69349 -1.38640 1.30840
C -1.49748 1.19573 -0.89331
N -0.68215 -1.30894 -0.79860
C -1.01510 0.14342 0.06397
N -0.81403 -2.39202 0.08155
O -1.53336 -1.47188 -1.95376
O -1.45131 -0.01722 1.18529
H -2.07296 -2.24688 -1.72413
H 0.08965 -2.82514 0.23007
H -1.17324 -2.01917 0.96528
H -2.54923 1.00038 -1.11304
H -0.93029 1.19479 -1.82167
H -1.43004 2.16826 -0.41105
```

Values from the calculation:
Energy ... -458.7088 hartree
Gap between HOMO and LUMO ... 8.71 eV


6.
This record from OMol25 describes a 3-piece molecular cluster, C5H14N2O2 overall. The level of theory is wB97M-V/def2-TZVPD.

```
23
C5H14N2O2 wB97M-V/def2-TZVPD
C -0.26089 -0.05634 0.92266
C 1.58358 -0.06791 -1.00445
C -0.55611 0.28389 -0.41101
C -0.17924 -1.49196 1.33335
C -2.48131 0.40268 0.71858
N 0.26352 0.86891 1.74469
N 1.55886 0.71889 -2.22625
O 2.10816 -1.39265 -1.15921
O -0.54898 1.59540 -0.79870
H 1.40103 -1.95812 -1.48888
H 0.18780 1.67265 -1.46175
H 2.23725 0.43525 -0.28999
H -0.93883 -0.48125 -1.07437
H 0.65210 0.61650 2.63664
H 0.26590 1.82935 1.43328
H 1.06032 0.22999 -2.96445
H 2.48222 0.95213 -2.59387
H -0.44465 -1.61491 2.38441
H 0.84446 -1.83988 1.17774
H -0.84960 -2.09999 0.72870
H -2.49666 1.35331 1.24304
H -3.08179 0.47745 -0.18421
H -2.80715 -0.43340 1.33405
```

Values from the calculation:
Energy ... -458.7223 hartree
Gap between HOMO and LUMO (alpha / beta) ... 6.73 / 6.73 eV


7.
This record from OMol25 describes C5H14N2O2 as an isolated structure. The level of theory is wB97M-V/def2-TZVPD.

```
23
C5H14N2O2 wB97M-V/def2-TZVPD
C 2.11390 -1.50484 -0.17881
C 1.32432 1.04001 0.95910
O 1.10560 -0.61439 0.27234
H 2.11646 -2.44924 0.37599
H 3.09390 -1.03576 -0.05400
H 1.96484 -1.70451 -1.24485
H 0.67540 1.39445 1.75680
H 1.48529 1.75572 0.16108
H 2.28178 0.71674 1.36410
C -1.25510 -1.74735 -0.03847
C -0.88650 0.79623 -0.00682
C -0.56302 -0.49977 -0.51879
N -1.76348 0.90264 1.10284
N -0.80293 1.86052 -0.96446
O -0.21962 -0.57490 -1.83983
H -0.31879 0.32885 -2.20002
H -2.74903 1.00989 0.88246
H -1.46090 1.58478 1.79236
H -1.69321 2.31999 -1.14092
H -0.13915 2.58207 -0.68926
H -1.35473 -1.73380 1.04308
H -2.25278 -1.79440 -0.48161
H -0.70226 -2.63293 -0.35231
```

Values from the calculation:
Energy ... -458.7318 hartree
Gap between HOMO and LUMO ... 7.66 eV


8.
This record from OMol25 describes C5H14N2O2Si in the gas phase. The level of theory is wB97M-V/def2-TZVPD.

```
24
C5H14N2O2Si wB97M-V/def2-TZVPD
C 2.23626 -1.37711 -0.68489
C 0.77084 -2.02912 -0.69115
N -0.17077 -0.86373 -0.98275
N -0.80772 -0.90482 -2.15418
O -0.73460 -1.92381 -2.79535
O -1.40464 0.10102 -2.53419
Si -0.72880 0.53561 0.09716
C 0.28286 0.24998 1.75524
C -0.23299 2.19023 -0.69267
C -2.59980 0.34478 0.27248
H 2.26583 -0.44312 -0.09000
H 3.02320 -2.04926 -0.22590
H 2.46062 -1.09926 -1.61754
H 0.58343 -2.90302 -1.40978
H 0.48032 -2.45076 0.31896
H 0.52141 -0.62326 2.34040
H 1.16240 0.86831 1.75479
H -0.48884 0.73028 2.38445
H 0.80310 1.93548 -0.76980
H -0.71092 2.40403 -1.61013
H -0.52162 2.94232 0.06102
H -2.83045 0.63422 1.29015
H -3.02350 0.95562 -0.50417
H -2.94136 -0.60709 0.05943
```

Values from the calculation:
Energy ... -748.2967 hartree
Structure (SMILES) ... CCN([N+](=O)[O-])[Si](C)(C)C
Gap between HOMO and LUMO ... 10.52 eV